A structure of composition C6H27B3NO2Ti at a distorted geometry, computed with ωB97M-V/def2-TZVPD.

```
40
Properties=species:S:1:pos:R:3:lowdin_charge:R:1
Ti 0.33 -0.76 -0.26 0.4016
O -2.51 -0.23 0.58 -0.2640
O 2.60 0.37 0.00 -0.2848
N -0.16 1.40 0.99 -0.0786
C -3.47 -1.25 0.94 -0.1222
C 2.28 1.73 0.48 -0.2102
C 3.94 0.25 -0.50 -0.4849
C -2.54 1.04 1.42 -0.2608
C -1.47 1.97 0.86 -0.2839
C 0.88 2.28 0.30 -0.1929
B -0.44 0.79 -2.54 -0.4654
B 0.30 -2.54 -2.05 -0.4715
B 0.13 -2.42 1.72 -0.4533
H -0.84 -1.95 1.66 -0.0770
H 0.58 -1.81 -2.79 -0.0577
H -2.95 -2.18 1.17 0.0675
H -0.57 0.60 -3.60 -0.0594
H -1.43 2.95 1.32 0.0390
H -4.10 -1.47 0.07 0.0713
H -0.67 -2.22 -1.69 -0.0544
H 4.25 -0.79 -0.64 0.0235
H -1.69 1.97 -0.21 0.1098
H -3.54 1.47 1.51 0.0587
H 0.83 3.26 0.79 0.0871
H 0.43 -2.69 0.72 -0.0873
H 0.98 -2.44 -1.23 -0.0887
H 2.96 2.43 0.00 0.1038
H 0.09 -3.33 2.30 -0.0611
H 4.64 0.69 0.21 -0.0002
H 0.12 1.07 1.91 0.0927
H -2.25 0.68 2.40 0.0572
H 2.53 1.72 1.53 0.0968
H 0.27 -3.55 -2.44 -0.0555
H 0.57 0.50 -2.27 -0.0701
H 0.79 -1.71 2.19 -0.0605
H 0.83 2.37 -0.78 0.0944
H 4.01 0.62 -1.52 0.0186
H -1.19 0.32 -1.93 -0.0627
H -4.10 -0.99 1.79 0.0632
H -0.43 1.86 -2.40 -0.0779
```

Results
* max |F|: 4.7 eV Å⁻¹
* multiplicity: 5
* total charge: -3
* E: -1373.4805 Eh
* LUMO energy (alpha / beta): 6.9 / 7.0 eV